{
  "formula": "C6H15N",
  "method": "wB97M-V/def2-TZVPD",
  "multiplicity": 1,
  "charge": 0,
  "e_above_lowest_ev": 3.834,
  "symbols": ["C", "C", "C", "C", "C", "C", "N", "H", "H", "H", "H", "H", "H", "H", "H", "H", "H", "H", "H", "H", "H", "H"],
  "xyz": [[-0.2925, 0.1037, 0.4697], [-0.2727, 0.8766, -0.7358], [1.7754, 0.0905, 0.1317], [-0.8052, -1.3162, 0.4095], [-2.2000, 1.2334, -0.9161], [2.3747, -1.1967, -0.3905], [-0.5196, 0.7197, 1.6798], [-0.9258, 1.6426, 1.7157], [-0.6125, 0.1441, 2.5037], [0.0852, 1.8981, -0.6885], [-0.0978, 0.3298, -1.6521], [2.0321, 0.2485, 1.1830], [2.2127, 0.9416, -0.3969], [-0.1965, -1.9536, 1.0569], [-0.7453, -1.7188, -0.6005], [-1.8398, -1.3824, 0.7537], [-2.4488, 2.0559, -0.2439], [-2.8467, 0.3777, -0.7188], [-2.3022, 1.5335, -1.9601], [3.4659, -1.2370, -0.2684], [1.9807, -2.0762, 0.1300], [2.1786, -1.3148, -1.4622]]
}